Model a:
Below is a single C7H10O molecule, with properties calculated with ωB97M-V with the def2-TZVPD basis set.

Geometry (Å):
C 3.113 1.149 -0.004
C 0.971 -0.891 0.009
C 2.208 0.306 0.007
C -0.569 0.592 1.269
C -1.440 -1.374 -0.040
C -0.504 0.630 -1.239
C -0.391 -0.260 0.005
O 1.282 -2.033 0.008
H 3.883 1.861 0.036
H -1.441 1.233 1.157
H -0.720 -0.039 2.143
H 0.303 1.220 1.442
H -2.438 -0.942 -0.047
H -1.339 -2.022 0.829
H -1.308 -1.982 -0.932
H -0.556 0.023 -2.141
H 0.352 1.297 -1.318
H -1.407 1.231 -1.182

Calculated values
spin multiplicity: 1
HOMO-LUMO gap: 11.08 eV

=====

Model b:
Below is a single C7H10O molecule, with properties calculated with ωB97M-V with the def2-TZVPD basis set.

Geometry (Å):
C 2.454 -0.184 -0.191
C 1.247 0.249 -0.449
C 0.138 0.525 0.495
C -0.067 -0.875 1.144
C -0.695 -1.519 -0.195
C -1.279 0.608 -0.038
C -0.427 1.936 0.166
H 3.319 -0.073 -0.893
H 2.758 -0.512 0.819
H 1.019 0.386 -1.487
H 0.865 -1.305 1.491
H -0.796 -0.949 1.968
H -1.464 -2.332 0.023
H -0.003 -1.901 -0.950
H -2.103 0.592 0.718
H 0.136 2.404 -0.669
H -0.843 2.643 0.882
O -1.390 -0.424 -0.937

Calculated values
spin multiplicity: 1
HOMO-LUMO gap: 9.51 eV

=====

Model c:
Below is a molecular structure, C7H10O, with properties calculated with ωB97M-V with the def2-TZVPD basis set.

Geometry (Å):
C -0.441 1.124 0.987
C -0.365 0.391 -0.305
C -1.885 -0.039 -0.539
C -0.284 -1.150 -0.118
C 1.046 -1.361 0.474
C 1.872 -0.464 -0.040
C 1.107 0.649 -0.788
H -0.540 2.189 0.703
H 0.425 0.975 1.604
H -1.290 0.807 1.634
H -2.051 -0.333 -1.623
H -2.694 0.624 -0.110
H -0.211 -1.617 -1.127
H 1.443 -2.246 1.055
H 2.887 -0.505 0.322
H 1.438 1.638 -0.521
H 1.203 0.552 -1.848
O -1.661 -1.233 0.240

Calculated values
spin multiplicity: 1
HOMO-LUMO gap: 10.26 eV

=====

Model d:
Below is a single C7H10O molecule, with properties calculated with ωB97M-V with the def2-TZVPD basis set.

Geometry (Å):
C -2.007 -1.731 -0.352
C -1.139 0.463 0.896
C 1.120 -0.672 0.811
C 3.022 0.439 0.226
C -1.206 -0.715 -0.095
C -0.013 0.064 -0.035
C 0.456 1.090 -1.110
O 2.308 -0.662 0.068
H -1.746 -2.356 -1.263
H -2.905 -1.862 0.205
H -1.796 1.332 0.835
H -1.214 0.086 1.994
H 1.148 -0.072 1.703
H 0.703 -1.678 1.093
H 3.877 0.198 -0.398
H 0.526 0.664 -2.081
H 1.461 1.251 -0.762
H -0.182 1.900 -1.310

Calculated values
spin multiplicity: 1
HOMO-LUMO gap: 9.39 eV

=====

Stability, highest: model a

=====

Model a:
Below is a molecular structure, C7H10O, with properties calculated with ωB97M-V with the def2-TZVPD basis set.

Geometry (Å):
C -1.279 -2.238 -0.348
C -0.223 -0.103 -0.336
C 0.916 0.668 -0.271
C 2.225 0.135 -0.694
C 0.636 1.930 0.533
C -0.643 1.610 1.057
C -1.266 0.584 0.351
H -0.860 -3.572 -0.107
H -1.524 -1.495 0.948
H -2.326 -2.066 -1.232
H 2.906 0.838 -1.361
H 2.303 -0.747 -1.223
H 2.841 -0.153 0.181
H 1.432 2.791 0.712
H -1.115 2.273 1.917
H -1.601 -0.184 1.158
H -2.122 0.999 -0.201
O -0.298 -1.270 -1.086

Calculated values
spin multiplicity: 1
HOMO-LUMO gap: 8.23 eV

=====

Model b:
Below is a single C7H10O molecule, with properties calculated with ωB97M-V with the def2-TZVPD basis set.

Geometry (Å):
C -1.127 -0.367 -0.451
C -0.824 0.829 0.288
C 0.313 1.743 -0.113
C 1.610 0.999 -0.131
C 1.228 -0.499 0.151
C 1.805 -1.708 -0.127
C -0.150 -0.482 0.684
H -2.923 0.105 -0.298
H -0.927 -0.580 -1.504
H -1.671 1.323 0.823
H 0.309 2.531 0.573
H 0.176 2.256 -1.062
H 2.357 1.215 0.631
H 2.028 0.845 -1.066
H 2.710 -1.682 -0.659
H 1.095 -2.584 0.126
H -0.265 -1.009 1.672
O -2.502 -0.689 -0.130

Calculated values
spin multiplicity: 1
HOMO-LUMO gap: 10.05 eV

=====

Stability, highest: model b

=====

Model a:
Below is a single C3H6Cl2 molecule, with properties calculated with ωB97M-V with the def2-TZVPD basis set.

Geometry (Å):
C -0.056 0.118 1.287
C -0.114 -0.549 -0.099
C 0.109 0.525 -1.151
H -0.990 0.725 1.318
H 0.768 0.800 1.297
H 0.061 -0.677 2.059
H 0.423 -0.046 -2.145
H -0.835 1.154 -1.410
H 0.933 1.259 -0.840
Cl 1.299 -1.746 -0.129
Cl -1.597 -1.562 -0.187

Calculated values
spin multiplicity: 1
HOMO-LUMO gap: 11.55 eV

=====

Model b:
Below is a single C3H6Cl2 molecule, with properties calculated with ωB97M-V with the def2-TZVPD basis set.

Geometry (Å):
C 1.086 -0.074 0.780
C -0.384 -0.618 0.337
C -0.977 0.244 -0.788
H 1.623 -0.158 -0.206
H 1.472 -0.524 1.653
H -0.272 -1.681 -0.217
H -1.406 -0.545 1.107
H -2.116 0.213 -0.774
H -0.593 1.357 -0.451
Cl 1.632 1.624 0.865
Cl -0.064 0.163 -2.306

Calculated values
spin multiplicity: 1
HOMO-LUMO gap: 11.27 eV

=====

Stability, highest: model a

=====

Model a:
Below is a single C22H32O2 molecule, with properties calculated with ωB97M-V with the def2-TZVPD basis set.

Geometry (Å):
C -6.513 -0.608 1.821
H -5.567 -0.689 2.351
H -7.194 -0.005 2.417
H -6.935 -1.606 1.718
C -6.297 0.027 0.447
C -5.375 -0.802 -0.389
C -4.209 -0.391 -0.857
C -3.272 -1.237 -1.669
C -2.043 -1.574 -0.875
C -0.806 -1.235 -1.213
C 0.418 -1.581 -0.426
C 1.460 -2.222 -1.291
C 2.337 -3.132 -0.899
C 2.435 -3.717 0.485
C 2.408 -2.705 1.602
C 3.205 -1.656 1.724
C 4.280 -1.245 0.762
C 4.191 0.225 0.483
C 3.775 0.748 -0.656
C 3.690 2.224 -0.919
C 2.263 2.668 -1.027
C 1.693 3.532 -0.205
C 0.268 3.982 -0.285
H -0.187 3.645 -1.219
C -0.548 3.430 0.899
C -0.607 1.928 0.779
O 0.087 1.151 1.379
O -1.514 1.545 -0.120
H -1.502 0.572 -0.250
H -1.561 3.831 0.866
H -0.069 3.695 1.841
H 0.226 5.074 -0.254
H 2.264 3.954 0.612
H 1.695 2.229 -1.838
H 4.185 2.772 -0.116
H 4.203 2.447 -1.861
H 3.465 0.104 -1.469
H 4.479 0.874 1.301
H 5.254 -1.460 1.217
H 4.195 -1.810 -0.165
H 3.093 -1.007 2.583
H 1.678 -2.889 2.380
H 1.604 -4.416 0.626
H 3.359 -4.298 0.555
H 3.040 -3.526 -1.623
H 1.479 -1.881 -2.319
H 0.158 -2.234 0.407
H 0.844 -0.665 0.005
H -0.631 -0.688 -2.134
H -2.224 -2.129 0.036
H -2.986 -0.702 -2.579
H -3.776 -2.164 -1.954
H -3.866 0.614 -0.649
H -5.717 -1.810 -0.594
H -7.263 0.113 -0.060
H -5.886 1.031 0.566

Calculated values
spin multiplicity: 1
HOMO-LUMO gap: 9.80 eV

=====

Model b:
Below is a single C22H32O2 molecule, with properties calculated with ωB97M-V with the def2-TZVPD basis set.

Geometry (Å):
C -8.246 -2.201 1.232
C -7.743 -0.874 0.726
O -7.762 0.152 1.354
O -7.275 -0.988 -0.516
C -6.702 0.189 -1.120
C -5.245 0.296 -0.804
C -4.670 1.266 -0.075
C -3.245 1.291 0.180
C -2.290 0.626 -0.501
C -0.906 0.717 -0.171
C 0.141 0.107 -0.783
C 1.469 0.339 -0.270
C 2.599 -0.233 -0.717
C 3.926 0.016 -0.158
C 4.382 1.254 0.078
C 5.712 1.523 0.726
C 6.220 0.314 1.496
C 6.167 -0.899 0.580
H 6.609 -1.767 1.072
H 6.759 -0.683 -0.313
C 4.731 -1.241 0.156
C 4.821 -2.155 -1.076
H 3.873 -2.646 -1.281
H 5.121 -1.587 -1.954
H 5.563 -2.931 -0.899
C 4.013 -1.999 1.281
H 2.988 -2.223 0.993
H 3.982 -1.403 2.190
H 4.526 -2.934 1.496
H 5.596 0.148 2.375
H 7.243 0.485 1.838
H 5.613 2.385 1.391
H 6.438 1.797 -0.048
C 3.661 2.506 -0.328
H 2.879 2.308 -1.055
H 4.374 3.211 -0.757
H 3.210 2.988 0.540
H 2.547 -0.968 -1.507
H 1.532 1.021 0.567
C -0.003 -0.801 -1.968
H 0.626 -0.453 -2.785
H -1.027 -0.846 -2.322
H 0.312 -1.811 -1.705
H -0.680 1.354 0.677
H -2.575 0.007 -1.339
H -2.929 1.936 0.992
C -5.474 2.384 0.529
H -6.316 1.986 1.092
H -5.860 3.039 -0.250
H -4.861 2.981 1.199
H -4.653 -0.527 -1.177
H -7.259 1.064 -0.780
H -6.853 0.042 -2.194
H -7.454 -2.668 1.814
H -9.103 -2.043 1.881
H -8.504 -2.849 0.400

Calculated values
spin multiplicity: 1
HOMO-LUMO gap: 7.29 eV

=====

Stability, highest: model b

=====

Model a:
Below is 2 unconnected molecules or ions with the total composition C2H8NO2P, with properties calculated with ωB97M-V with the def2-TZVPD basis set.

Geometry (Å):
C 0.484 -1.561 -0.712
C -0.441 -0.337 -0.862
N 0.052 0.382 2.270
O -0.507 0.138 -2.248
O -0.979 2.298 -1.031
P 0.263 1.314 -1.406
H 1.333 -1.073 -0.322
H 0.746 -1.894 -1.655
H 0.185 -2.358 -0.041
H -1.360 -0.335 -0.394
H 0.464 1.233 2.371
H -0.919 2.414 -0.031
H 0.570 -0.362 2.791
H 0.109 0.141 1.269

Calculated values
spin multiplicity: 1
HOMO-LUMO gap: 10.07 eV

=====

Model b:
Below is 2 unconnected molecules or ions with the total composition C2H8NO2P, with properties calculated with ωB97M-V with the def2-TZVPD basis set.

Geometry (Å):
C 0.179 -1.094 0.442
C 1.289 -0.108 0.077
N -2.583 1.344 1.266
O -3.197 -0.190 -0.744
O 0.683 0.910 -0.724
P -3.151 -0.157 0.735
H -0.618 -0.540 0.968
H -0.273 -1.530 -0.398
H 0.664 -1.941 0.992
H 1.901 -0.808 -0.529
H 1.906 0.468 0.848
H -2.737 1.550 2.253
H -1.942 1.994 0.813
H -0.258 0.635 -0.693

Calculated values
spin multiplicity: 1
HOMO-LUMO gap: 10.22 eV

=====

Stability, highest: model b

=====

Model a:
Below is a single C5H7FS2 molecule, with properties calculated with ωB97M-V with the def2-TZVPD basis set.

Geometry (Å):
C -1.016 -0.518 2.170
C -1.621 0.045 0.926
C -0.844 -0.101 -0.339
C 1.631 0.196 -1.436
C 2.394 0.767 -2.326
H -1.534 -0.128 3.085
H 0.047 -0.238 2.266
H -2.660 -0.324 0.766
H -1.789 1.134 1.075
H 1.834 -0.848 -1.135
H 3.331 0.313 -2.633
H 2.175 1.757 -2.732
F -1.178 -1.942 2.219
S -1.231 -1.204 -1.474
S 0.460 1.091 -0.431

Calculated values
spin multiplicity: 1
HOMO-LUMO gap: 8.38 eV

=====

Model b:
Below is a molecular structure, C5H7FS2, with properties calculated with ωB97M-V with the def2-TZVPD basis set.

Geometry (Å):
C -0.265 0.942 0.179
C -1.026 -0.330 0.713
C -0.119 -1.372 0.423
C 0.656 -0.909 -0.804
C -0.061 0.324 -1.308
H 0.711 2.039 2.065
H -0.768 1.881 0.327
H -1.618 -0.082 1.617
H -0.584 -2.275 0.097
H 0.214 -1.611 1.356
H 0.917 -1.673 -1.601
H 0.440 0.782 -2.343
F 1.975 -0.548 -0.129
S 1.135 0.925 1.424
S -1.898 -0.053 -1.148

Calculated values
spin multiplicity: 1
HOMO-LUMO gap: 9.20 eV

=====

Stability, highest: model a